1.
Here is C12H19AsCuN4S as an isolated structure from OMol25. Energies are from ωB97M-V/def2-TZVPD.

```
38
Properties=species:S:1:pos:R:3
Cu 0.467 1.316 -0.714
C 1.990 2.954 -5.484
C 1.988 3.548 -4.128
N 2.412 4.723 -3.806
N 2.205 4.816 -2.457
C 1.662 3.726 -1.918
S 1.244 3.411 -0.318
N 1.519 2.897 -2.996
N 0.975 1.621 -2.879
H 2.414 3.677 -6.176
H 0.977 2.712 -5.809
H 2.592 2.045 -5.515
H 2.459 5.657 -1.964
H 1.659 0.926 -3.163
H 0.149 1.540 -3.464
C 0.586 -2.206 0.170
As -0.372 -0.539 0.403
C -2.183 -1.095 0.002
C -0.390 -0.309 2.353
C -0.931 -1.497 3.090
C -0.084 -2.524 3.498
C -0.589 -3.637 4.154
C -1.949 -3.736 4.411
C -2.799 -2.713 4.017
C -2.293 -1.601 3.362
H 0.127 -2.978 0.786
H 1.629 -2.083 0.456
H 0.537 -2.499 -0.878
H -2.447 -1.944 0.631
H -2.241 -1.384 -1.046
H -2.876 -0.276 0.184
H -0.980 0.588 2.545
H 0.640 -0.090 2.637
H 0.982 -2.446 3.315
H 0.082 -4.424 4.473
H -2.343 -4.602 4.927
H -3.858 -2.776 4.229
H -2.961 -0.798 3.071
```

Values from the calculation:
Max |F|: 0.1 eV/A
Total charge: +1
HOMO energy: -11.4 eV
Gap between HOMO and LUMO: 8.5 eV
LUMO level: -2.838 eV


2.
Here is C12H19Br18 as an isolated structure from OMol25. Energies are from ωB97M-V/def2-TZVPD.

```
49
Properties=species:S:1:pos:R:3
C 4.740 0.410 -0.360
C 3.354 -0.248 -0.264
C 2.210 0.753 -0.377
C 2.437 1.891 -1.397
C 0.926 -0.013 -0.718
C -0.287 0.888 -0.974
H 4.941 0.733 -1.397
H 4.736 1.321 0.249
H 5.521 -0.262 -0.009
H 3.243 -0.935 -1.118
H 2.027 1.200 0.611
H 1.562 2.538 -1.517
H 3.251 2.541 -1.066
H 2.699 1.452 -2.363
H 0.720 -0.657 0.139
H 1.107 -0.665 -1.576
H -0.213 1.314 -1.977
H -0.240 1.740 -0.292
H -1.242 0.380 -0.872
C 1.452 3.056 3.100
Br 1.553 1.139 3.212
Br 2.625 3.715 1.734
Br -0.361 3.661 2.821
H 1.782 3.463 4.044
C -4.201 -1.628 -1.653
Br -2.643 -1.704 -2.773
Br -4.534 -3.317 -0.787
Br -4.082 -0.200 -0.371
H -5.048 -1.419 -2.288
C -5.908 -6.327 1.927
Br -4.394 -6.524 0.760
Br -6.293 -7.955 2.881
Br -5.667 -4.834 3.111
H -6.765 -6.109 1.307
C -4.802 -1.913 6.375
Br -4.535 -1.601 4.499
Br -5.135 -0.275 7.327
Br -6.194 -3.206 6.687
H -3.886 -2.330 6.765
C 6.453 -0.642 -4.044
Br 5.666 1.098 -4.264
Br 7.767 -0.639 -2.640
Br 5.118 -1.993 -3.766
H 6.972 -0.875 -4.961
C -1.339 4.690 -2.757
Br -0.033 4.705 -1.350
Br -0.509 4.538 -4.490
Br -2.671 3.326 -2.490
H -1.853 5.639 -2.734
```

Values from the calculation:
Max |F|: 1.1 eV/A
Total charge: -1
HOMO energy: -1.0 eV
Gap between HOMO and LUMO: 2.3 eV
Energy above the lowest of the compared OMol25 structures with the same formula, charge and spin: 0.0 kcal/mol
LUMO level: 1.305 eV


3.
Here is C12H19CoN2O13P2S3 as an isolated structure from OMol25. Energies are from ωB97M-V/def2-TZVPD.

```
52
Properties=species:S:1:pos:R:3
Co 0.141 0.513 -1.536
C -2.780 0.579 2.148
C -2.838 1.454 0.900
O -3.941 2.346 0.938
P -2.939 0.407 -0.578
O -4.260 -0.472 -0.388
O -3.312 1.304 -1.831
O -1.748 -0.472 -0.748
P -1.290 2.469 0.626
O -0.191 1.897 1.631
O -1.660 3.860 0.972
O -0.851 2.175 -0.815
H -3.751 0.111 2.312
H -2.530 1.197 3.011
H -2.019 -0.195 2.038
H -3.550 3.237 0.982
H -4.143 -1.316 -0.843
H -2.551 1.857 -2.072
H 0.206 1.056 1.301
O 0.840 -1.805 2.089
S 1.168 -1.622 0.691
O 2.505 -2.021 0.329
O 0.848 -0.201 0.304
C -0.009 -2.664 -0.208
C -0.823 -3.430 0.622
C -1.842 -4.206 0.098
C -2.060 -4.237 -1.271
C -1.245 -3.497 -2.107
C -0.225 -2.710 -1.588
S 0.595 -1.712 -2.825
O 0.946 -2.605 -3.892
O 1.701 -1.036 -2.156
O -0.399 -0.665 -3.195
H -0.641 -3.386 1.685
H -2.475 -4.780 0.763
H -2.866 -4.831 -1.684
H -1.388 -3.506 -3.180
S 1.847 2.086 -2.384
C 2.736 1.962 -0.919
N 3.577 0.958 -0.682
C 4.272 0.821 0.599
C 3.441 1.435 1.715
C 3.106 2.871 1.359
N 2.615 2.943 -0.017
H 3.384 0.113 -1.211
H 5.240 1.325 0.524
H 4.430 -0.239 0.774
H 3.984 1.398 2.659
H 2.525 0.856 1.823
H 3.994 3.503 1.455
H 2.329 3.259 2.018
H 1.897 3.614 -0.238
```

Values from the calculation:
Max |F|: 0.7 eV/A
Total charge: -1
2S+1: 4
HOMO energy (spin up / spin down): -6.0 / -6.0 eV
Gap between HOMO and LUMO (spin up / spin down): 8.7 / 8.6 eV
Energy above the lowest of the compared OMol25 structures with the same formula, charge and spin: 10.1 kcal/mol
LUMO level (spin up / spin down): 2.640 / 2.638 eV


4.
Here is an isolated ion of composition C12H19N2 and charge +1 from OMol25. Energies are from ωB97M-V/def2-TZVPD.

```
33
Properties=species:S:1:pos:R:3
C -2.956 -0.130 -0.736
C -2.195 -1.151 -1.407
C -2.412 0.592 0.256
C -0.903 -1.387 -1.035
C -1.295 -0.145 2.351
C -0.538 1.033 1.979
C 2.127 -0.028 0.381
C 2.200 0.386 -1.087
C -1.064 0.276 0.800
C -0.276 -0.630 0.045
C 1.420 -2.366 0.113
C 0.588 2.235 -0.980
N 0.999 -0.948 0.477
N 0.827 0.880 -1.393
H -3.911 0.149 -0.974
H -2.658 -1.574 -2.239
H -3.093 1.181 0.807
H -0.456 -2.280 -1.352
H -0.707 -0.916 2.637
H -2.311 -0.165 2.689
H -0.813 2.071 2.152
H 0.556 0.916 2.052
H 3.037 -0.520 0.928
H 1.839 0.930 0.938
H 2.915 1.323 -1.235
H 2.417 -0.552 -1.580
H 2.371 -2.626 0.477
H 0.871 -3.145 0.657
H 1.225 -2.446 -1.005
H -0.422 2.658 -0.812
H 1.019 2.455 0.037
H 0.986 3.097 -1.485
H 0.616 0.826 -2.456
```

Values from the calculation:
Max |F|: 3.7 eV/A
SMILES: CNCC/[N+](C)=C1/C=CC=CC12CC2
Total charge: +1
HOMO energy: -12.1 eV
Gap between HOMO and LUMO: 7.9 eV
Energy above the lowest of the compared OMol25 structures with the same formula, charge and spin: 116.7 kcal/mol
LUMO level: -4.204 eV


5.
Here is a 2-piece molecular cluster, C12H19N2O6P overall from OMol25. Energies are from ωB97M-V/def2-TZVPD.

```
40
Properties=species:S:1:pos:R:3
C 1.999 2.460 0.874
C 1.531 2.590 -0.693
C 1.936 1.322 -1.649
O 1.391 0.022 -1.234
C 0.020 0.125 -0.712
C -0.257 -0.361 0.690
C -1.811 -0.183 1.278
O -2.344 -1.026 2.184
C -2.614 1.157 0.681
C -2.344 1.636 -0.703
P -3.123 3.159 -1.554
N -4.034 2.796 -2.851
O -1.764 4.194 -2.039
O -4.001 4.054 -0.313
C -1.228 0.781 -1.605
O -1.303 0.665 -2.954
H 2.717 1.565 1.106
H 2.558 3.474 1.161
H 1.031 2.435 1.564
H 2.115 3.534 -1.133
H 0.398 2.886 -0.706
H 1.688 1.622 -2.768
H 3.124 1.214 -1.617
H 0.627 -0.830 1.297
H -3.373 1.747 1.379
H -4.990 3.179 -2.622
H -1.294 4.440 -1.171
H -3.576 4.980 -0.295
C 1.985 -3.070 1.034
O 1.805 -2.142 1.812
N 1.471 -4.342 1.172
C 1.731 -5.387 0.204
C 0.643 -4.645 2.321
H 2.599 -2.949 0.126
H 0.779 -5.730 -0.211
H 2.233 -6.218 0.707
H 2.367 -5.023 -0.608
H -0.226 -3.980 2.319
H 1.221 -4.466 3.233
H 0.311 -5.686 2.294
```

Values from the calculation:
Max |F|: 9.1 eV/A
SMILES: CCCOC1=CC(=O)C=C(P(=N)(O)O)C1=O.CN(C)C=O
Total charge: 0
HOMO energy: -9.2 eV
Gap between HOMO and LUMO: 7.3 eV
Energy above the lowest of the compared OMol25 structures with the same formula, charge and spin: 298.8 kcal/mol
LUMO level: -1.834 eV


6.
Here is an isolated ion of composition C12H19N3 and charge +2 from OMol25. Energies are from ωB97M-V/def2-TZVPD.

```
34
Properties=species:S:1:pos:R:3
C 5.724 -0.568 0.058
C 4.407 -1.024 -0.134
C 5.991 0.769 0.177
C 3.266 -0.235 -0.267
C 3.864 1.430 -0.408
C -1.487 -1.351 -0.483
C -0.757 0.974 -0.015
C -0.238 -1.867 0.241
C 0.482 0.412 0.691
C 2.032 -1.209 -0.204
C -1.919 -0.012 0.120
C -3.849 1.602 0.138
N 5.050 1.668 -0.140
N 0.835 -0.894 0.174
N -3.155 0.494 -0.560
H 6.512 -1.296 0.189
H 4.299 -2.103 -0.072
H 6.950 1.168 0.471
H -1.266 -1.233 -1.546
H -2.267 -2.107 -0.379
H -0.988 1.935 0.443
H -0.529 1.140 -1.071
H -0.475 -2.052 1.295
H 0.082 -2.809 -0.207
H 1.327 1.089 0.562
H 0.280 0.317 1.763
H 2.238 -2.209 -0.550
H -2.173 -0.147 1.177
H -4.745 1.884 -0.412
H -4.145 1.289 1.138
H -3.203 2.473 0.213
H 3.174 2.154 -0.798
H -2.920 0.797 -1.515
H -3.817 -0.289 -0.655
```

Values from the calculation:
Max |F|: 5.1 eV/A
SMILES: C[NH2+]C1CC[N+](=Cc2cccnc2)CC1
Total charge: +2
HOMO energy (spin up / spin down): -15.3 / -15.3 eV
Gap between HOMO and LUMO (spin up / spin down): 8.0 / 8.0 eV
Energy above the lowest of the compared OMol25 structures with the same formula, charge and spin: 3.5 kcal/mol
LUMO level (spin up / spin down): -7.284 / -7.284 eV